Entry 1:
Below is a structure of composition C12H15BCl2MnN6O2 in a non-equilibrium geometry, with properties calculated with wB97M-V/def2-TZVPD.

Geometry as XYZ:
```
39
C12H15BCl2MnN6O2, DFT wB97M-V/def2-TZVPD
H 2.407 3.849 -0.493
N 1.518 2.093 -1.341
B 0.178 0.451 -2.931
N 0.596 1.854 -2.363
C 0.289 3.050 -2.933
Mn 2.530 0.943 -0.176
H -0.309 3.085 -3.844
C 0.939 4.060 -2.220
H 0.914 5.117 -2.412
C 1.721 3.433 -1.233
H 0.262 0.556 -4.157
C -1.700 -2.525 2.284
H -1.143 -3.092 3.036
H -1.073 -1.750 1.830
H -2.037 -3.221 1.510
N -1.411 0.065 -2.838
N 1.204 -0.667 -2.524
N -2.116 -0.155 -1.654
N 2.151 -0.571 -1.492
C -2.273 -0.126 -3.885
C 1.517 -1.760 -3.283
H -1.920 -0.004 -4.899
H 1.003 -1.954 -4.224
C -3.542 -0.470 -3.390
C 2.571 -2.438 -2.668
C -3.387 -0.452 -1.983
C 2.942 -1.676 -1.543
H -4.452 -0.693 -3.918
H 3.029 -3.357 -2.977
H -4.182 -0.657 -1.269
H 3.735 -1.858 -0.815
H -2.542 -2.060 2.746
Cl 2.515 -1.574 3.603
C 2.218 0.191 3.720
Cl 3.418 0.986 4.771
C 2.233 0.704 2.271
O 1.143 1.007 1.699
O 3.365 0.724 1.642
H 1.216 0.377 4.116
```

Properties
highest occupied orbital energy (spin up / spin down) = -8.480 / -8.480 eV
HOMO-LUMO gap (spin up / spin down) = 8.5 / 7.9 eV
total charge = 0
LUMO energy (spin up / spin down) = 0.059 / -0.565 eV
2S+1 = 6
ΔE to the lowest compared entry with this formula, charge and spin = 160.5 kJ/mol
<S²> = 8.76

Here are the natural (NBO) charges for atoms 1 to 6, given in e: number 1, H, carries 0.23; number 2, N, carries -0.47; number 3, B, carries 0.59; number 4, N, carries -0.31; number 5, C, carries 0.04; number 6, Mn, carries 1.57

***

Entry 2:
Below is a structure of composition C12H15BCl2N6O2Sn in a non-equilibrium geometry, with properties calculated with wB97M-V/def2-TZVPD.

Geometry as XYZ:
```
39
C12H15BCl2N6O2Sn, DFT wB97M-V/def2-TZVPD
H -0.083 2.919 0.855
N 0.148 1.716 -0.872
B 0.816 0.846 -3.202
N 0.574 1.962 -2.149
C 0.757 3.277 -2.314
Sn -0.494 -0.283 -0.170
H 1.057 3.606 -3.297
C 0.492 3.903 -1.103
H 0.561 4.951 -0.901
C 0.130 2.885 -0.204
H 1.371 1.244 -4.195
C -2.080 -2.797 1.525
H -2.415 -3.043 2.539
H -1.085 -3.228 1.363
H -2.785 -3.190 0.784
N -0.595 0.292 -3.475
N 1.598 -0.315 -2.517
N -1.326 -0.167 -2.418
N 1.384 -0.785 -1.246
C -1.295 0.181 -4.614
C 2.631 -0.967 -3.063
H -0.852 0.520 -5.540
H 2.891 -0.717 -4.080
C -2.519 -0.396 -4.292
C 3.127 -1.859 -2.128
C -2.501 -0.611 -2.903
C 2.331 -1.714 -0.980
H -3.304 -0.644 -4.975
H 3.952 -2.528 -2.276
H -3.245 -1.070 -2.267
H 2.435 -2.181 -0.008
H -2.027 -1.699 1.435
Cl 0.621 -1.278 4.540
C 0.559 0.435 4.013
Cl 2.113 1.282 4.217
C 0.069 0.498 2.545
O -1.063 0.987 2.339
O 0.836 0.005 1.630
H -0.187 0.952 4.625
```

Properties
highest occupied orbital energy (spin up / spin down) = -15.942 / -15.941 eV
HOMO-LUMO gap (spin up / spin down) = 3.9 / 3.9 eV
total charge = +2
LUMO energy (spin up / spin down) = -12.034 / -12.013 eV
ΔE to the lowest compared entry with this formula, charge and spin = 0.0 kJ/mol

Here are the natural (NBO) charges for atoms 1 to 6, given in e: number 1, H, carries 0.25; number 2, N, carries -0.47; number 3, B, carries 0.53; number 4, N, carries -0.31; number 5, C, carries 0.07; number 6, Sn, carries 2.09

***

Entry 3:
Below is a structure of composition C12H15BeF9NNa2O9 in a non-equilibrium geometry, with properties calculated with wB97M-V/def2-TZVPD.

Geometry as XYZ:
```
49
C12H15BeF9NNa2O9, DFT wB97M-V/def2-TZVPD
Na -2.291 1.738 2.557
Na -2.550 -5.033 1.863
Be -2.798 -1.155 -2.169
N -1.600 -1.544 1.287
O -1.468 -1.320 0.045
O -1.624 -2.697 1.717
O -1.863 -0.617 2.103
C -0.461 0.946 7.356
C 0.382 1.946 6.632
O 1.112 1.334 5.529
C 0.628 1.395 4.306
O -0.433 1.902 4.011
C 1.558 0.670 3.297
F 2.603 0.153 3.916
F 0.909 -0.319 2.637
F 1.946 1.496 2.336
H -1.041 0.504 6.540
H -1.110 1.360 8.124
H 0.110 0.155 7.840
H 1.218 2.282 7.245
H -0.165 2.807 6.252
C 0.103 3.316 -5.034
C -0.616 2.363 -4.083
O 0.134 2.364 -2.833
C 0.085 1.256 -2.142
O -0.750 0.359 -2.272
C 0.967 1.299 -0.857
F 0.170 1.086 0.199
F 1.892 0.347 -0.891
F 1.521 2.476 -0.693
H 1.078 2.913 -5.300
H 0.186 4.289 -4.549
H -0.477 3.503 -5.937
H -0.574 1.381 -4.551
H -1.621 2.723 -3.864
C 0.436 -3.915 -1.243
C 0.986 -2.547 -1.658
O 1.011 -2.208 -3.046
C -0.138 -2.127 -3.713
O -1.243 -2.299 -3.236
C 0.069 -1.556 -5.149
F 0.373 -0.275 -4.982
F 1.061 -2.218 -5.698
F -1.063 -1.678 -5.836
H 1.048 -4.678 -1.725
H -0.513 -4.024 -1.774
H 0.378 -3.911 -0.159
H 2.012 -2.436 -1.313
H 0.427 -1.804 -1.082
```

Properties
highest occupied orbital energy = -18.013 eV
HOMO-LUMO gap = 3.6 eV
total charge = +3
LUMO energy = -14.366 eV

Here are the natural (NBO) charges for atoms 1 to 6, given in e: number 1, Na, carries 0.99; number 2, Na, carries 1.00; number 3, Be, carries 1.72; number 4, N, carries 0.73; number 5, O, carries -0.59; number 6, O, carries -0.50